one | Entry from OMol25: an isolated ion of composition C5H6N and charge +1 (ωB97M-V/def2-TZVPD).

Computed properties:
- Net charge: +1
- SMILES: C[N+]#CC1=CC1
- Multiplicity: 1
- Molar mass: 80.1 g/mol
- Gap between HOMO and LUMO: 9.1 eV

Each line ends with the Mulliken charge.
Atoms and positions in Å:
1 C 2.493 0.130 0.021  -0.65
2 N 1.126 0.079 -0.120  0.07
3 C 0.140 0.672 -0.386  0.28
4 C -1.165 0.363 -0.369  -0.08
5 C -1.469 -0.834 0.125  -0.08
6 C -2.616 0.151 0.020  -0.41
7 H 2.749 0.987 0.651  0.32
8 H 2.955 -0.881 0.491  0.26
9 H 2.874 0.294 -0.954  0.33
10 H -1.243 -1.854 0.464  0.39
11 H -2.675 0.671 0.938  0.28
12 H -3.169 0.220 -0.882  0.29



two | Entry from OMol25: an isolated ion of composition C5H6N and charge +1 (ωB97M-V/def2-TZVPD).

Computed properties:
- Net charge: +1
- SMILES: C#C/C=C\C=[NH2+]
- Multiplicity: 1
- Molar mass: 80.1 g/mol
- Gap between HOMO and LUMO: 8.8 eV

Each line ends with the Mulliken charge.
Atoms and positions in Å:
1 C -1.423 -1.337 0.122  -0.18
2 C -1.661 -0.173 0.063  -0.26
3 C -1.162 1.194 0.028  0.02
4 C 0.185 1.308 0.072  -0.58
5 C 1.139 0.284 0.206  0.22
6 N 1.195 -0.984 -0.034  -0.16
7 H -1.703 -2.323 -0.228  0.42
8 H -1.926 1.847 -0.313  0.43
9 H 0.731 2.199 0.015  0.32
10 H 2.088 0.743 0.490  0.33
11 H 2.150 -1.314 -0.138  0.30
12 H 0.387 -1.445 -0.285  0.14



Comparing the structures above, two comes out on top by 212.6 kJ/mol.